Molecular formula: C33H89Cl10N14O13P3
Method: DFT, ωB97M-V/def2-TZVPD

Geometry as XYZ:
```
162
Properties=species:S:1:pos:R:3:mulliken_charge:R:1
O -1.21894 2.85998 -6.34269 -0.867
P -1.19450 2.06803 -5.08811 0.140
N -1.15368 2.91406 -3.62958 0.636
C 0.06268 3.61992 -3.24657 -1.233
C -2.37351 3.60770 -3.22041 -1.124
N 0.12534 1.01596 -4.96378 0.582
C 1.09521 1.07804 -6.06201 -1.095
C 0.28467 0.02549 -3.90419 0.100
N -2.57937 1.11984 -4.95736 0.177
C -3.01304 0.38366 -6.14157 -1.134
C -3.10409 0.57596 -3.70035 -0.608
H 0.38872 4.34982 -3.99141 0.330
H 0.82950 2.87394 -3.02680 0.148
H -0.07206 4.16921 -2.31277 0.508
H -2.54583 3.40299 -2.15818 0.171
H -3.25059 3.27417 -3.77318 0.442
H -2.24129 4.67939 -3.39564 0.434
H 0.68989 0.74947 -7.02111 0.246
H 1.41341 2.11127 -6.21513 0.336
H 1.96937 0.48661 -5.78880 0.370
H -0.20902 -0.90824 -4.19404 0.106
H 1.33831 -0.18953 -3.73405 0.550
H -0.20807 0.44968 -3.03244 -0.751
H -2.54486 -0.61059 -6.15025 0.362
H -4.07918 0.17350 -6.03780 0.408
H -2.77442 0.93381 -7.04609 0.327
H -2.36686 0.59312 -2.89132 -0.083
H -3.28612 -0.48430 -3.87376 0.421
H -3.93147 1.19197 -3.34867 0.290
O -6.48146 1.55289 3.08519 -0.909
P -5.47048 1.90839 2.07632 0.274
N -5.39974 3.56720 1.81444 0.471
C -6.23651 4.50345 2.54966 -1.097
C -4.55594 4.16480 0.79343 -0.416
N -5.68572 1.19374 0.55220 0.522
C -7.03801 0.90718 0.05489 -0.997
C -4.69406 1.14545 -0.50594 -0.351
N -3.90036 1.44243 2.42565 0.965
C -3.33119 2.08954 3.60852 -0.936
C -3.51087 0.03665 2.31601 -0.743
H -5.64838 5.34135 2.92941 0.242
H -6.85590 3.97240 3.26559 0.317
H -6.94360 4.95457 1.83827 0.367
H -4.08956 5.04695 1.23486 0.458
H -5.19035 4.45211 -0.05656 0.259
H -3.84169 3.46356 0.37079 -0.398
H -7.77970 1.07746 0.83215 0.351
H -7.27397 1.53700 -0.80507 0.308
H -7.02067 -0.15230 -0.21014 0.195
H -4.85047 1.88368 -1.29829 0.324
H -3.69124 1.31516 -0.11213 -0.508
H -4.69817 0.14578 -0.95087 0.413
H -2.30305 1.76419 3.72914 0.027
H -3.44906 3.16929 3.53419 0.274
H -3.93704 1.74952 4.46296 0.255
H -2.43671 0.02164 2.12097 -0.036
H -4.01696 -0.42613 1.47169 0.283
H -3.71577 -0.48631 3.25563 0.420
O 0.16301 -1.07546 2.45206 -0.832
P 0.24368 -0.52650 1.08152 -1.293
N 1.82649 -0.37268 0.54305 1.935
C 2.19012 0.08935 -0.78924 1.003
C 2.97869 -0.90194 1.29383 -0.525
N -0.48406 0.97968 0.88637 1.648
C -0.69881 1.63080 -0.41088 -0.742
C -0.27301 1.98593 1.92063 -1.216
N -0.41215 -1.52059 -0.12084 1.713
C -1.83647 -1.54396 -0.31704 0.225
C 0.25961 -2.75577 -0.52720 -0.698
H 2.63816 1.08531 -0.68356 -0.689
H 1.25775 0.27808 -1.32074 -1.095
H 2.83425 -0.58927 -1.34525 0.148
H 3.26326 -1.87642 0.88251 0.140
H 2.65756 -1.09425 2.31557 -0.425
H 3.81242 -0.20137 1.27974 0.309
H -1.46417 2.40367 -0.29876 0.240
H 0.18449 2.13195 -0.81241 0.148
H -1.13578 0.88700 -1.07598 -0.597
H -1.04706 2.74932 1.95810 0.326
H -0.05805 1.48524 2.86660 0.207
H 0.67045 2.51132 1.69959 0.069
H -2.34491 -2.30362 0.29524 0.122
H -2.30137 -0.56712 -0.19017 -1.246
H -2.04283 -1.83741 -1.35375 0.434
H 1.29055 -2.70369 -0.19038 -0.143
H 0.16307 -2.94771 -1.59592 0.200
H -0.28501 -3.55851 -0.02071 0.146
C 1.55592 -3.53608 3.50947 -0.236
N 2.77942 -4.38274 3.57499 0.989
O 3.87606 -3.88536 3.47144 -0.546
O 2.57985 -5.57140 3.69320 -0.588
H 1.15389 -3.67429 2.50952 0.174
H 1.89651 -2.51742 3.66038 0.029
H 0.85744 -3.84668 4.27647 0.213
C -0.15237 3.79294 5.20150 -0.407
N -0.69875 5.07240 4.70942 0.951
O 0.05778 6.01760 4.71007 -0.564
O -1.84321 5.07404 4.30722 -0.541
H -0.86388 3.12976 5.68056 0.220
H 0.56085 4.04005 5.98526 0.420
H 0.33213 3.33003 4.34724 -0.069
C -1.36569 -1.53210 5.36480 -0.489
N -0.58559 -0.32883 5.76747 0.906
O -0.75873 0.64178 5.05613 -0.487
O 0.06220 -0.32940 6.77979 -0.591
H -2.18230 -1.55831 6.08269 0.346
H -0.72016 -2.37986 5.60121 0.218
H -1.58652 -1.53670 4.30710 0.004
C 3.47084 3.09575 2.63021 -0.305
N 4.55405 3.99320 3.12147 0.967
O 4.66746 5.06032 2.57264 -0.575
O 5.27884 3.57431 3.99642 -0.572
H 3.48705 2.17076 3.19573 0.219
H 3.66634 2.97466 1.56976 -0.092
H 2.53459 3.61179 2.82739 0.341
C 8.09103 1.95962 2.65642 -0.783
N 7.21293 0.82578 2.96361 0.885
O 6.05171 0.87366 2.60806 -0.514
O 7.67543 -0.13818 3.52492 -0.482
H 8.22462 2.15400 1.59496 0.281
H 9.04806 1.78253 3.13014 0.291
H 7.51988 2.81170 3.03228 0.282
Cl -4.65167 -2.50274 -2.38545 -0.073
C -5.54188 -3.78512 -1.48839 -0.574
C -6.63442 -4.33503 -2.36086 -0.507
Cl -5.90406 -5.41712 -3.60647 -0.186
H -6.03827 -3.27746 -0.65867 0.270
H -4.81869 -4.49766 -1.10896 0.318
H -7.25460 -3.55885 -2.80096 0.331
H -7.33020 -4.88900 -1.72607 0.368
Cl 7.76160 -4.27054 0.26392 -0.199
C 6.87138 -3.01324 1.18200 -0.036
C 6.89441 -1.63983 0.53271 0.560
Cl 8.52840 -0.94959 0.46348 -0.214
H 7.36497 -2.93099 2.14826 0.439
H 5.82453 -3.20824 1.41922 -0.085
H 6.32800 -0.96959 1.17620 -0.444
H 6.53883 -1.59797 -0.49175 0.068
Cl -0.53417 -9.36234 -1.28253 -0.186
C -0.27429 -8.09490 -2.53429 -0.455
C -0.00128 -6.77631 -1.86768 -0.378
Cl -1.30123 -6.25690 -0.72707 -0.187
H -1.14755 -8.07830 -3.18568 0.321
H 0.54182 -8.38717 -3.19356 0.340
H 0.20665 -5.90325 -2.48120 0.281
H 0.88430 -6.92511 -1.24655 0.268
Cl 4.00749 -5.08924 0.20354 -0.095
C 4.92122 -5.00907 -1.33206 -0.180
C 4.01534 -4.77413 -2.51754 -0.673
Cl 3.15347 -3.19753 -2.38456 -0.012
H 5.54273 -5.89779 -1.41357 0.415
H 5.62746 -4.18704 -1.24957 -0.097
H 3.19687 -5.48664 -2.54295 0.232
H 4.58789 -4.65859 -3.43228 0.378
Cl 4.30251 4.31155 -3.44844 -0.211
C 4.35537 2.51447 -3.20527 0.115
C 5.13524 2.12152 -1.97988 0.081
Cl 5.53860 0.38428 -2.09854 -0.199
H 4.80280 2.12256 -4.11361 0.345
H 3.32987 2.15331 -3.15401 -0.258
H 4.58638 2.22425 -1.04807 -0.338
H 6.09304 2.62807 -1.89968 0.520
```

Properties
energy	-236226.094	eV
ΔE to the lowest compared entry with this formula, charge and spin	0.0	kJ/mol
HOMO level	-0.31286	Eh
frontier orbital gap	8.499	eV